# 1
An isolated molecule of C2H8N6 at a distorted geometry. Source: the Open Molecules 2025 dataset; level of theory: the ωB97M-V functional and the def2-TZVPD basis.

Geometry (Å):
1 H -2.04 2.26 -1.15
2 N -1.38 1.78 -1.69
3 C -0.80 0.81 -1.10
4 N 0.18 0.09 -1.73
5 N -1.04 0.47 0.26
6 N -0.56 -0.80 0.67
7 C 0.76 -0.86 1.07
8 N 1.13 0.20 1.88
9 N 1.51 -1.78 0.62
10 H 2.49 -1.75 0.87
11 H 0.41 0.38 -2.68
12 H 0.68 -0.71 -1.31
13 H -2.02 0.62 0.49
14 H -0.83 -1.54 0.03
15 H 0.61 1.08 1.71
16 H 2.09 0.29 2.18

net charge	0
HOMO-LUMO gap	9.86	eV
ΔE to the lowest compared entry with this formula, charge and spin	0.0303	eV
SMILES	[H]/N=C(/N)NN/C(N)=N/[H]

Computed natural (NBO) charges, given in elementary charges:
1 H 0.335
2 N -0.778
3 C 0.560
4 N -0.854
5 N -0.489
6 N -0.474
7 C 0.577
8 N -0.847
9 N -0.792
10 H 0.353
11 H 0.416
12 H 0.423
13 H 0.386
14 H 0.380
15 H 0.411
16 H 0.393

=====

# 2
A cluster of 12 separate species, C42H96O36S6 in total at a distorted geometry. Source: the Open Molecules 2025 dataset; level of theory: the ωB97M-V functional and the def2-TZVPD basis.

Geometry (Å):
1 C 1.82 -3.91 -0.70
2 C 1.74 -3.10 -2.01
3 O 3.10 -3.25 -2.69
4 S 3.51 -2.04 -3.65
5 C 4.94 -2.82 -4.31
6 O 2.47 -1.88 -4.66
7 O 3.86 -0.92 -2.83
8 H 2.67 -3.53 -0.16
9 H 2.06 -4.91 -1.04
10 H 0.89 -3.94 -0.13
11 H 0.95 -3.45 -2.66
12 H 1.65 -2.01 -1.90
13 H 5.35 -2.13 -5.04
14 H 4.50 -3.59 -4.93
15 H 5.69 -3.22 -3.62
16 C 7.77 5.20 0.10
17 C 6.52 5.80 -0.43
18 O 5.29 5.19 0.10
19 S 4.33 4.54 -0.98
20 C 3.32 3.63 0.02
21 O 3.63 5.58 -1.64
22 O 5.07 3.66 -1.77
23 H 8.51 5.73 -0.53
24 H 7.79 4.12 -0.08
25 H 7.98 5.38 1.15
26 H 6.45 6.89 -0.20
27 H 6.51 5.73 -1.54
28 H 2.35 4.15 0.14
29 H 3.70 3.50 1.03
30 H 3.13 2.66 -0.47
31 C 5.64 -3.56 0.26
32 C 5.91 -2.57 1.33
33 O 7.08 -2.96 2.02
34 S 7.51 -2.01 3.24
35 C 6.53 -2.75 4.58
36 O 8.87 -2.30 3.48
37 O 7.02 -0.65 3.00
38 H 4.95 -3.14 -0.46
39 H 5.30 -4.48 0.68
40 H 6.59 -3.78 -0.23
41 H 6.03 -1.54 1.00
42 H 5.13 -2.53 2.07
43 H 6.97 -3.69 4.94
44 H 5.52 -2.91 4.24
45 H 6.55 -2.01 5.38
46 C 0.16 -2.63 4.58
47 C -1.04 -3.54 4.55
48 O -0.58 -4.88 5.02
49 S -1.70 -6.02 5.30
50 C -1.89 -6.86 3.73
51 O -1.10 -6.89 6.27
52 O -2.96 -5.28 5.51
53 H -0.22 -1.63 4.45
54 H 0.97 -2.83 3.88
55 H 0.55 -2.56 5.61
56 H -1.81 -3.18 5.24
57 H -1.36 -3.67 3.50
58 H -1.05 -7.47 3.58
59 H -2.04 -6.19 2.85
60 H -2.75 -7.50 3.91
61 C 2.94 -0.82 1.73
62 C 2.48 -0.66 0.31
63 O 1.75 0.67 0.18
64 S 0.23 0.93 0.53
65 C -0.61 0.48 -0.93
66 O -0.16 0.10 1.61
67 O 0.21 2.34 0.72
68 H 3.64 -1.61 1.99
69 H 2.03 -1.09 2.28
70 H 3.22 0.12 2.14
71 H 3.29 -0.70 -0.41
72 H 1.69 -1.42 0.21
73 H -0.18 0.91 -1.83
74 H -1.68 0.72 -0.79
75 H -0.46 -0.63 -0.93
76 C 4.61 0.43 5.09
77 C 5.89 0.92 5.77
78 O 5.54 1.06 7.19
79 S 6.04 2.39 7.93
80 C 5.33 3.66 6.98
81 O 5.40 2.40 9.21
82 O 7.52 2.41 7.84
83 H 4.72 0.23 4.03
84 H 3.83 1.16 5.24
85 H 4.21 -0.49 5.52
86 H 6.62 0.10 5.69
87 H 6.34 1.84 5.41
88 H 4.22 3.45 7.01
89 H 5.64 3.77 5.96
90 H 5.53 4.54 7.52
91 C -2.78 3.42 -0.57
92 C -3.32 4.75 -1.03
93 O -2.91 4.96 -2.42
94 C -3.56 5.94 -3.12
95 O -4.30 6.80 -2.74
96 O -3.15 5.85 -4.43
97 C -3.64 6.87 -5.27
98 H -2.94 3.33 0.50
99 H -1.72 3.36 -0.85
100 H -3.26 2.60 -1.15
101 H -2.99 5.62 -0.45
102 H -4.39 4.73 -1.01
103 H -3.86 7.71 -4.63
104 H -4.49 6.45 -5.82
105 H -2.83 7.08 -5.97
106 C -6.29 -1.51 -6.82
107 C -5.37 -0.29 -7.12
108 O -4.39 -0.19 -6.05
109 C -3.90 1.04 -5.77
110 O -4.31 2.12 -6.12
111 O -2.86 0.87 -4.92
112 C -2.41 2.08 -4.23
113 H -6.93 -1.45 -5.93
114 H -5.65 -2.39 -6.78
115 H -6.95 -1.56 -7.69
116 H -5.86 0.69 -7.12
117 H -4.83 -0.47 -8.07
118 H -3.18 2.84 -3.94
119 H -1.65 2.62 -4.75
120 H -1.94 1.65 -3.35
121 C -5.13 -3.45 4.40
122 C -5.17 -2.33 5.41
123 O -5.44 -1.02 4.75
124 C -4.38 -0.42 4.25
125 O -3.27 -0.72 4.54
126 O -4.68 0.50 3.31
127 C -3.59 1.22 2.73
128 H -4.39 -3.31 3.63
129 H -6.14 -3.38 3.95
130 H -4.91 -4.41 4.80
131 H -4.25 -2.18 5.97
132 H -6.10 -2.41 5.97
133 H -3.07 1.78 3.49
134 H -4.11 1.83 1.98
135 H -2.88 0.59 2.18
136 C 0.56 3.79 -2.73
137 C 1.41 2.92 -3.59
138 O 1.04 1.51 -3.40
139 C 0.54 0.79 -4.42
140 O 0.48 1.16 -5.55
141 O 0.12 -0.42 -4.03
142 C -0.19 -1.26 -5.12
143 H 0.52 3.29 -1.79
144 H -0.50 3.99 -3.07
145 H 1.04 4.76 -2.60
146 H 2.48 2.99 -3.36
147 H 1.29 3.07 -4.68
148 H 0.33 -1.08 -6.10
149 H -1.30 -1.23 -5.26
150 H 0.07 -2.24 -4.67
151 C -6.26 2.31 -3.03
152 C -6.29 0.84 -2.80
153 O -6.37 0.45 -1.45
154 C -5.13 0.35 -0.86
155 O -4.09 0.65 -1.39
156 O -5.18 -0.10 0.35
157 C -6.44 -0.44 0.96
158 H -7.14 2.72 -2.49
159 H -6.33 2.53 -4.12
160 H -5.35 2.76 -2.58
161 H -5.37 0.35 -3.23
162 H -7.18 0.45 -3.25
163 H -6.88 -1.33 0.53
164 H -7.12 0.40 0.70
165 H -6.19 -0.44 2.02
166 C -2.79 -2.56 -3.20
167 C -2.46 -3.60 -2.22
168 O -2.45 -2.96 -0.84
169 C -2.24 -3.86 0.09
170 O -2.04 -5.04 -0.09
171 O -2.34 -3.38 1.35
172 C -2.63 -1.95 1.42
173 H -2.92 -3.08 -4.17
174 H -2.00 -1.83 -3.35
175 H -3.76 -2.06 -2.94
176 H -1.55 -4.15 -2.31
177 H -3.27 -4.29 -2.15
178 H -1.80 -1.39 1.01
179 H -2.74 -1.64 2.42
180 H -3.57 -1.79 0.90

net charge	0
HOMO-LUMO gap	10.76	eV
ΔE to the lowest compared entry with this formula, charge and spin	0.3655	eV
SMILES	CCOS(C)(=O)=O.CCOS(C)(=O)=O.CCOS(C)(=O)=O.CCOS(C)(=O)=O.CCOS(C)(=O)=O.CCOS(C)(=O)=O.CCOC(=O)OC.CCOC(=O)OC.CCOC(=O)OC.CCOC(=O)OC.CCOC(=O)OC.CCOC(=O)OC

Löwdin population analysis, charges in e, atoms 1 to 99:
1 C -0.039
2 C -0.182
3 O -0.285
4 S 0.594
5 C -0.113
6 O -0.271
7 O -0.270
8 H 0.051
9 H 0.089
10 H 0.087
11 H 0.104
12 H 0.090
13 H 0.075
14 H 0.064
15 H 0.088
16 C -0.076
17 C -0.271
18 O -0.260
19 S 0.489
20 C -0.137
21 O -0.257
22 O -0.259
23 H 0.098
24 H 0.085
25 H 0.078
26 H 0.134
27 H 0.119
28 H 0.084
29 H 0.084
30 H 0.074
31 C -0.038
32 C -0.325
33 O -0.240
34 S 0.621
35 C -0.093
36 O -0.249
37 O -0.295
38 H 0.061
39 H 0.081
40 H 0.098
41 H 0.125
42 H 0.071
43 H 0.089
44 H 0.058
45 H 0.049
46 C -0.064
47 C -0.219
48 O -0.273
49 S 0.642
50 C -0.106
51 O -0.271
52 O -0.331
53 H 0.069
54 H 0.071
55 H 0.090
56 H 0.112
57 H 0.104
58 H 0.049
59 H 0.081
60 H 0.072
61 C -0.054
62 C -0.167
63 O -0.269
64 S 0.529
65 C -0.100
66 O -0.272
67 O -0.272
68 H 0.054
69 H 0.073
70 H 0.074
71 H 0.111
72 H 0.090
73 H 0.046
74 H 0.064
75 H 0.082
76 C -0.058
77 C -0.226
78 O -0.269
79 S 0.606
80 C -0.136
81 O -0.271
82 O -0.303
83 H 0.047
84 H 0.069
85 H 0.088
86 H 0.097
87 H 0.107
88 H 0.104
89 H 0.064
90 H 0.060
91 C -0.051
92 C -0.191
93 O -0.012
94 C -0.537
95 O 0.131
96 O -0.033
97 C -0.045
98 H 0.080
99 H 0.059

=====

# 3
A cluster of 3 separate species, C21H44Cl2N3O18P4S3 in total at a distorted geometry. Source: the Open Molecules 2025 dataset; level of theory: the ωB97M-V functional and the def2-TZVPD basis.

Geometry (Å):
1 C -3.29 -0.34 6.71
2 C -2.03 -0.69 5.91
3 O -1.61 0.34 5.03
4 C -2.36 0.40 3.84
5 C -1.63 -0.36 2.70
6 O -1.73 0.46 1.52
7 C -1.21 -0.01 0.30
8 C -0.52 -1.37 0.29
9 C 0.85 -1.51 0.99
10 C 0.85 -2.53 2.18
11 C 1.78 -2.08 3.31
12 O 1.03 -1.76 4.52
13 C 1.79 -1.05 5.37
14 O 1.34 -0.34 6.16
15 C -2.49 -0.15 -0.62
16 P -3.75 -1.36 0.12
17 O -4.87 -1.61 -1.04
18 Cl -4.80 -0.22 1.52
19 N -2.08 -0.35 -1.99
20 C -2.46 -1.48 -2.74
21 O -2.06 -2.73 -2.13
22 N -2.92 -3.74 -2.68
23 O -3.20 -4.53 -1.88
24 C -1.31 0.70 -2.60
25 C -2.32 1.85 -2.95
26 O -3.62 1.29 -3.05
27 C -4.51 2.28 -3.58
28 C -5.85 2.28 -2.82
29 C -0.11 1.16 -1.71
30 P 0.40 2.87 -2.41
31 S 0.69 2.87 -4.32
32 P 1.50 0.09 -2.00
33 O 2.72 1.16 -1.71
34 Cl 1.67 -0.40 -3.97
35 N -0.34 1.12 -0.21
36 P -0.77 2.70 0.57
37 O -2.13 3.13 0.29
38 H -3.85 -1.27 6.87
39 H -3.08 0.10 7.68
40 H -3.96 0.30 6.13
41 H -1.22 -0.84 6.62
42 H -2.17 -1.64 5.37
43 H -3.31 -0.10 4.02
44 H -2.53 1.43 3.54
45 H -0.59 -0.37 3.02
46 H -2.06 -1.35 2.62
47 H -1.17 -2.16 0.66
48 H -0.34 -1.64 -0.75
49 H 1.25 -0.57 1.40
50 H 1.61 -1.87 0.31
51 H 1.25 -3.48 1.84
52 H -0.14 -2.62 2.60
53 H 2.52 -2.85 3.56
54 H 2.36 -1.19 3.04
55 H 2.89 -1.18 5.32
56 H -2.96 0.85 -0.55
57 H -5.68 -1.11 -0.88
58 H -3.53 -1.47 -2.98
59 H -1.97 -1.45 -3.72
60 H -0.91 0.40 -3.56
61 H -2.37 2.64 -2.18
62 H -2.09 2.30 -3.92
63 H -4.69 2.12 -4.65
64 H -4.09 3.29 -3.49
65 H -5.66 1.89 -1.82
66 H -6.59 1.67 -3.33
67 H -6.20 3.31 -2.76
68 H 1.57 3.31 -1.75
69 H -0.59 3.83 -2.08
70 H 3.19 1.36 -2.53
71 H 0.59 0.93 0.22
72 H 0.23 3.65 0.20
73 H -0.59 2.59 1.96
74 C 5.80 -4.33 5.93
75 C 6.00 -2.86 5.63
76 O 6.40 -2.83 4.25
77 S 5.70 -4.04 3.46
78 O 4.55 -3.54 2.80
79 O 6.70 -4.77 2.78
80 O 5.22 -4.88 4.74
81 H 6.75 -4.83 6.11
82 H 5.14 -4.49 6.78
83 H 6.75 -2.40 6.26
84 H 5.06 -2.31 5.72
85 C 2.75 2.66 -7.68
86 C 3.93 3.13 -6.87
87 O 4.92 3.48 -7.83
88 S 4.21 4.04 -9.16
89 O 4.21 5.46 -9.11
90 O 4.70 3.33 -10.27
91 O 2.72 3.53 -8.82
92 H 2.89 1.64 -8.04
93 H 1.81 2.73 -7.13
94 H 4.31 2.37 -6.19
95 H 3.69 4.03 -6.29

net charge	+1
HOMO-LUMO gap	8.49	eV

Computed Löwdin charges, given in elementary charges:
1 C -0.057
2 C -0.258
3 O -0.145
4 C -0.199
5 C -0.141
6 O -0.186
7 C -0.443
8 C -0.132
9 C -0.178
10 C -0.127
11 C -0.172
12 O -0.025
13 C -0.395
14 O 0.147
15 C -0.337
16 P 0.691
17 O -0.328
18 Cl 0.323
19 N -0.118
20 C -0.206
21 O -0.126
22 N -0.006
23 O 0.105
24 C -0.296
25 C -0.206
26 O -0.149
27 C -0.239
28 C -0.048
29 C -0.579
30 P 0.364
31 S 0.240
32 P 0.617
33 O -0.370
34 Cl 0.313
35 N -0.089
36 P 0.778
37 O -0.326
38 H 0.077
39 H 0.075
40 H 0.072
41 H 0.109
42 H 0.120
43 H 0.090
44 H 0.132
45 H 0.121
46 H 0.116
47 H 0.106
48 H 0.089
49 H 0.098
50 H 0.094
51 H 0.123
52 H 0.104
53 H 0.100
54 H 0.120
55 H 0.142
56 H 0.113
57 H 0.060
58 H 0.115
59 H 0.140
60 H 0.095
61 H 0.089
62 H 0.095
63 H 0.125
64 H 0.113
65 H 0.069
66 H 0.073
67 H 0.077
68 H -0.011
69 H 0.003
70 H 0.058
71 H 0.122
72 H 0.031
73 H 0.065
74 C -0.154
75 C -0.160
76 O -0.182
77 S 0.607
78 O -0.240
79 O -0.194
80 O -0.182
81 H 0.138
82 H 0.139
83 H 0.140
84 H 0.114
85 C -0.181
86 C -0.183
87 O -0.185
88 S 0.609
89 O -0.207
90 O -0.204
91 O -0.183
92 H 0.136
93 H 0.094
94 H 0.130
95 H 0.130

=====

# 4
A cluster of 2 separate species, C5H5NO2 in total at a distorted geometry. Source: the Open Molecules 2025 dataset; level of theory: the ωB97M-V functional and the def2-TZVPD basis.

Geometry (Å):
1 C -2.21 1.73 0.36
2 C -2.58 0.47 0.26
3 C -2.95 -0.70 -0.03
4 O -3.24 -1.83 -0.20
5 H -1.66 2.09 1.22
6 H -2.42 2.46 -0.41
7 C 2.66 -1.36 -0.05
8 N 2.10 -0.13 -0.45
9 C 1.26 0.70 -0.38
10 O 0.55 1.62 -0.46
11 H 3.41 -1.63 -0.79
12 H 3.16 -1.25 0.92
13 H 1.91 -2.15 0.00

net charge	0
HOMO-LUMO gap	8.31	eV
ΔE to the lowest compared entry with this formula, charge and spin	3.0897	eV
SMILES	C=C=C=O.CN=C=O

Computed natural (NBO) charges, given in elementary charges:
1 C -0.193
2 C -0.381
3 C 0.644
4 O -0.473
5 H 0.200
6 H 0.199
7 C -0.408
8 N -0.526
9 C 0.856
10 O -0.549
11 H 0.214
12 H 0.208
13 H 0.210

=====

# 5
A structure of composition C28H31BIrN2PSi at a distorted geometry. Source: the Open Molecules 2025 dataset; level of theory: the ωB97M-V functional and the def2-TZVPD basis.

Geometry (Å):
1 Ir -0.27 0.29 0.59
2 C 5.37 -1.26 0.25
3 C 4.95 -0.35 -0.71
4 C 3.61 -0.29 -1.07
5 C 2.70 -1.15 -0.46
6 C 3.12 -2.06 0.51
7 C 4.46 -2.11 0.86
8 P 0.96 -1.00 -0.88
9 C 0.77 -0.95 -2.65
10 C -0.06 -0.03 -3.28
11 C -0.20 -0.06 -4.66
12 C 0.48 -1.02 -5.40
13 C 1.32 -1.94 -4.77
14 C 1.47 -1.90 -3.40
15 C 0.07 -2.36 -0.10
16 C -0.10 -3.73 -0.25
17 C -0.92 -4.36 0.68
18 C -1.54 -3.64 1.71
19 C -1.39 -2.27 1.84
20 C -0.59 -1.64 0.90
21 H 6.41 -1.30 0.53
22 H 5.66 0.32 -1.18
23 H 3.28 0.42 -1.82
24 H 2.41 -2.72 1.00
25 H 4.79 -2.81 1.61
26 H -0.58 0.72 -2.70
27 H -0.84 0.66 -5.16
28 H 0.37 -1.04 -6.48
29 H 1.85 -2.67 -5.35
30 H 2.14 -2.60 -2.91
31 H 0.38 -4.28 -1.04
32 H -1.08 -5.43 0.62
33 H -2.17 -4.17 2.41
34 H -1.91 -1.72 2.62
35 B 3.41 0.86 3.33
36 C 2.15 0.67 2.44
37 N 1.21 0.51 1.77
38 H 3.41 -0.09 4.07
39 H 4.34 0.88 2.56
40 H 3.24 1.91 3.91
41 C -2.52 4.45 0.15
42 Si -1.34 3.40 1.12
43 C 0.44 3.77 0.69
44 C -1.60 3.51 2.96
45 N -1.61 1.69 0.58
46 C -2.82 0.99 0.44
47 C -3.90 1.13 1.31
48 C -5.00 0.31 1.16
49 C -5.03 -0.66 0.16
50 C -3.97 -0.79 -0.72
51 C -2.88 0.07 -0.61
52 H -2.55 5.46 0.57
53 H -3.54 4.06 0.17
54 H -2.20 4.53 -0.89
55 H 0.54 4.85 0.59
56 H 0.74 3.33 -0.26
57 H 1.14 3.44 1.46
58 H -1.09 4.41 3.34
59 H -1.16 2.65 3.48
60 H -2.65 3.58 3.25
61 H -3.85 1.84 2.13
62 H -5.84 0.41 1.83
63 H -5.90 -1.30 0.06
64 H -4.01 -1.52 -1.52
65 H -2.11 0.07 -1.37

2S+1	2
net charge	+1
HOMO-LUMO gap (alpha / beta)	7.01 / 5.97	eV
ΔE to the lowest compared entry with this formula, charge and spin	0.0000	eV
<S²>	0.757

Computed natural (NBO) charges, given in elementary charges:
1 Ir 0.929
2 C -0.159
3 C -0.195
4 C -0.201
5 C -0.335
6 C -0.212
7 C -0.177
8 P 1.219
9 C -0.424
10 C -0.188
11 C -0.187
12 C -0.167
13 C -0.210
14 C -0.125
15 C -0.444
16 C -0.173
17 C -0.186
18 C -0.165
19 C -0.256
20 C 0.036
21 H 0.233
22 H 0.232
23 H 0.221
24 H 0.227
25 H 0.233
26 H 0.218
27 H 0.232
28 H 0.234
29 H 0.234
30 H 0.222
31 H 0.237
32 H 0.236
33 H 0.236
34 H 0.239
35 B -0.601
36 C 0.541
37 N -0.607
38 H 0.051
39 H 0.035
40 H 0.053
41 C -1.137
42 Si 1.782
43 C -1.147
44 C -1.140
45 N -0.992
46 C 0.217
47 C -0.262
48 C -0.163
49 C -0.197
50 C -0.179
51 C -0.300
52 H 0.258
53 H 0.250
54 H 0.250
55 H 0.264
56 H 0.240
57 H 0.258
58 H 0.261
59 H 0.251
60 H 0.245
61 H 0.232
62 H 0.234
63 H 0.233
64 H 0.231
65 H 0.227

=====

# 6
A cluster of 11 separate species, C5H33NO11 in total at a distorted geometry. Source: the Open Molecules 2025 dataset; level of theory: the ωB97M-V functional and the def2-TZVPD basis.

Geometry (Å):
1 C -0.97 1.15 -3.59
2 C 0.35 0.43 -3.23
3 C 1.44 1.37 -2.72
4 C 2.14 0.90 -1.30
5 N 1.21 1.55 -0.42
6 C 3.55 1.51 -0.79
7 O 3.54 1.35 0.58
8 H -1.73 0.44 -3.71
9 H -0.91 1.99 -4.52
10 H -1.36 1.88 -2.89
11 H 0.71 -0.03 -4.22
12 H 0.00 -0.16 -2.34
13 H 1.00 2.35 -2.61
14 H 2.42 1.38 -3.43
15 H 2.06 -0.16 -0.99
16 H 1.18 2.65 -0.61
17 H 0.23 1.21 -0.52
18 H 3.72 2.56 -1.29
19 H 4.40 0.75 -1.05
20 H 2.53 1.71 1.11
21 O -2.45 2.22 0.07
22 H -2.73 1.37 0.32
23 H -3.24 2.72 0.24
24 O 2.04 1.30 3.63
25 H 1.96 0.39 3.25
26 H 2.35 1.84 2.98
27 O -0.41 -0.51 2.69
28 H 0.53 -0.43 2.37
29 H -0.26 -1.34 3.36
30 O -0.59 -2.20 -0.62
31 H -1.36 -1.93 -1.05
32 H -0.01 -1.48 -0.48
33 O -1.03 -3.25 2.27
34 H -0.83 -4.15 1.86
35 H -0.86 -2.65 1.49
36 O -0.14 4.08 -0.04
37 H -0.77 3.52 0.60
38 H -0.71 4.65 -0.53
39 O 1.85 -1.18 1.25
40 H 2.78 -1.44 0.91
41 H 1.85 -0.30 0.91
42 O -3.57 -2.91 2.89
43 H -2.70 -3.28 3.01
44 H -3.51 -2.03 3.20
45 O -1.08 -5.37 0.81
46 H -1.58 -5.12 -0.01
47 H -0.36 -5.78 0.39
48 O -3.47 -0.26 0.81
49 H -4.33 -0.59 0.59
50 H -2.84 -0.74 1.35

net charge	0
HOMO-LUMO gap	9.24	eV
ΔE to the lowest compared entry with this formula, charge and spin	6.4486	eV
SMILES	CCC[C@H](N)CO.O.O.O.O.O.O.O.O.O.O

Computed natural (NBO) charges, given in elementary charges:
1 C -0.606
2 C -0.431
3 C -0.402
4 C -0.077
5 N -0.925
6 C -0.064
7 O -0.769
8 H 0.207
9 H 0.191
10 H 0.216
11 H 0.231
12 H 0.189
13 H 0.210
14 H 0.196
15 H 0.178
16 H 0.419
17 H 0.376
18 H 0.169
19 H 0.190
20 H 0.481
21 O -0.973
22 H 0.497
23 H 0.466
24 O -0.913
25 H 0.468
26 H 0.453
27 O -0.973
28 H 0.469
29 H 0.493
30 O -0.950
31 H 0.476
32 H 0.483
33 O -1.029
34 H 0.500
35 H 0.500
36 O -0.979
37 H 0.514
38 H 0.474
39 O -0.969
40 H 0.494
41 H 0.480
42 O -0.970
43 H 0.499
44 H 0.454
45 O -0.920
46 H 0.486
47 H 0.474
48 O -1.011
49 H 0.502
50 H 0.524

=====

For each record above, in turn, the calculated molecular weight values are 116.1, 1369.6, 917.6, 111.1, 657.7, 283.3 g/mol.